Entry one
18
Properties=species:S:1:pos:R:3 method="wB97M-V/def2-TZVPD" total_charge=+1 homo_energy_ev=-11.311 homo_lumo_gap_ev=6.64
C 1.37 -2.55 -2.24
C 0.52 -1.51 -2.54
C 1.87 -2.66 -0.95
C 0.66 -0.76 -0.31
C 0.34 0.19 0.56
C -1.39 2.68 1.81
N 0.14 -0.62 -1.58
N 1.49 -1.88 -0.02
N -1.91 2.68 3.04
S 0.36 1.60 1.20
H 1.63 -3.23 -2.90
H -0.04 -1.47 -3.44
H 2.37 -3.65 -0.59
H -0.68 3.50 1.56
H -2.02 2.51 0.92
H -1.50 3.01 4.05
H -0.53 0.13 -1.86
H -2.67 2.03 3.29

---

Entry two
18
Properties=species:S:1:pos:R:3 method="wB97M-V/def2-TZVPD" total_charge=+1 homo_energy_ev="-13.125 / -11.817" homo_lumo_gap_ev="7.23 / 5.94"
N 0.30 -2.91 0.61
C 1.18 -2.22 0.22
N 1.95 -1.57 -0.52
C 2.35 -0.36 -0.65
C 1.91 0.78 0.11
C 0.78 1.10 0.82
C -0.57 1.18 0.52
N -1.22 0.81 -0.60
C -2.66 0.70 -0.64
S -3.07 -0.90 0.03
H 0.03 -3.77 1.13
H 3.13 -0.22 -1.35
H 2.86 1.32 0.25
H 1.03 1.81 1.63
H -1.20 1.46 1.40
H -0.83 0.31 -1.29
H -3.22 1.59 -0.02
H -2.77 0.91 -1.65

---

Stability summary - winner: entry one; margin: 114.2 kJ/mol.

---

Entry one
13
Properties=species:S:1:pos:R:3 method="wB97M-V/def2-TZVPD" homo_energy_ev=-9.985 smiles="CONC[N+](=O)[O-]" homo_lumo_gap_ev=10.40
C 0.20 -1.19 1.74
O 0.71 -0.22 0.81
N 0.61 -0.58 -0.61
C -0.62 0.26 -1.15
N -0.27 1.71 -0.95
O 0.64 2.21 -1.54
O -0.97 2.22 -0.13
H 0.86 -0.86 2.52
H 0.37 -2.29 1.32
H -0.87 -0.98 1.75
H 1.55 -0.41 -0.93
H -1.61 0.23 -0.63
H -0.62 -0.09 -2.18

---

Entry two
13
Properties=species:S:1:pos:R:3 method="wB97M-V/def2-TZVPD" homo_energy_ev="-10.373 / -9.987" homo_lumo_gap_ev="9.93 / 9.43"
C 1.35 1.76 0.64
C -0.62 -0.75 -0.34
N 1.44 0.59 1.01
N 0.65 -0.52 -0.90
O -1.20 0.44 -0.05
O -1.46 -1.43 -1.25
O -0.47 -1.60 0.79
H 1.52 2.55 1.42
H 1.30 1.85 -0.42
H 0.64 0.36 -1.42
H -2.00 0.27 0.40
H -1.40 -2.39 -1.21
H 0.25 -1.13 1.34

---

Stability summary - winner: entry two; margin: 195.8 kJ/mol.

---

Entry one
7
Properties=species:S:1:pos:R:3 method="wB97M-V/def2-TZVPD" homo_energy_ev=-10.662 smiles=N#CC#[N+][O-].Cl homo_lumo_gap_ev=10.39
N -1.70 0.72 2.03
C -1.54 0.64 0.86
C -1.29 0.52 -0.46
N -1.11 0.27 -1.61
O -0.83 0.22 -2.73
Cl 2.79 -1.51 0.67
H 3.68 -0.85 1.24

---

Entry two
7
Properties=species:S:1:pos:R:3 method="wB97M-V/def2-TZVPD" homo_energy_ev=-10.778 smiles=N#CC#[N+][O-].Cl homo_lumo_gap_ev=10.89
N 1.87 0.21 -0.96
C 1.10 -0.44 -0.41
C 0.30 -1.30 0.22
N -0.51 -1.89 0.78
O -1.30 -2.52 1.34
Cl -0.43 2.47 -0.39
H -1.03 3.46 -0.57

---

Entry three
7
Properties=species:S:1:pos:R:3 method="wB97M-V/def2-TZVPD" homo_energy_ev="-9.391 / -8.701" homo_lumo_gap_ev="9.58 / 6.91"
C 0.27 0.18 -1.44
C -0.01 -0.63 -0.37
N 0.51 0.86 -2.35
N 2.51 0.80 0.21
O 3.38 0.22 -0.25
Cl 0.53 -2.24 -0.35
H -0.61 -0.30 0.46

---

Stability summary - winner: entry one; margin: 7.1 kJ/mol.